(A)
Molecular formula: C7H10S
Method: DFT, ωB97M-V/def2-TZVPD

Structure (SMILES) ... C=CC(C=C)C(C)=S
LUMO ... -0.03 eV
Kohn-Sham gap ... 8.57 eV

Geometry (Å):
C (-1.8188, 1.3016, -0.1640)
C (-0.5242, 0.6360, -0.5396)
C (0.1297, -0.1223, 0.6100)
C (-0.4014, -1.5476, 0.5314)
C (-1.2083, -2.0965, 1.3994)
C (1.6379, -0.0817, 0.5871)
C (2.3631, 0.3333, 1.6230)
H (-1.6278, 2.1538, 0.5225)
H (-2.3447, 1.7558, -1.0657)
H (-2.4806, 0.6227, 0.3284)
H (-0.2175, 0.2836, 1.5645)
H (-0.0575, -2.0658, -0.3266)
H (-1.5604, -1.5719, 2.2680)
H (-1.4881, -3.1381, 1.3808)
H (2.0683, -0.4213, -0.3320)
H (3.4583, 0.3280, 1.5518)
H (1.9930, 0.7337, 2.5331)
S (0.0743, 0.6739, -2.0443)

***

(B)
Molecular formula: C7H10S
Method: DFT, ωB97M-V/def2-TZVPD

LUMO ... -0.26 eV
Kohn-Sham gap ... 8.35 eV

Geometry (Å):
C (-0.1115, -1.1823, 1.5271)
C (-0.6767, -0.4104, 0.2954)
C (-0.0260, 0.8585, 0.2488)
C (-0.8375, 2.1855, 0.1024)
C (1.2495, 1.0671, -0.1463)
C (2.2609, -0.0600, 0.0782)
C (2.1787, -0.9596, -1.0632)
H (-0.8329, -0.5838, 2.2004)
H (0.9839, -0.8577, 1.6414)
H (-0.2896, -2.3643, 1.6855)
H (-1.0190, 2.8727, -1.2145)
H (-1.9773, 2.1053, 0.6120)
H (0.0428, 2.9716, 0.9854)
H (1.7740, 2.0149, -0.5925)
H (3.1300, -0.0258, 1.0589)
H (1.2626, -1.1262, -1.8148)
H (2.9908, -1.6223, -0.6355)
S (-1.8931, -0.7736, -0.6363)

***

(C)
Molecular formula: C7H10S
Method: DFT, ωB97M-V/def2-TZVPD

Structure (SMILES) ... C=C1C=CC[C@@]1(C)S
LUMO ... 0.52 eV
Kohn-Sham gap ... 8.98 eV

Geometry (Å):
C (0.6764, -0.5483, 1.7706)
C (0.2358, -0.3923, 0.3197)
C (-0.7649, -1.4854, -0.1477)
C (-2.0737, -0.6918, -0.1679)
C (-1.8283, 0.6946, -0.5165)
C (-0.4661, 0.9998, 0.0253)
C (0.0998, 2.1845, 0.3194)
H (-0.2275, -0.6486, 2.3987)
H (1.1065, -1.5262, 2.0352)
H (1.3399, 0.1859, 2.0603)
H (2.2364, -1.3888, -0.9229)
H (-0.9090, -2.2723, 0.6070)
H (-0.7289, -2.0306, -1.1961)
H (-2.9765, -1.2627, -0.5426)
H (-2.5157, 1.4349, -0.9592)
H (1.0990, 2.3091, 0.8860)
H (-0.4284, 3.0629, 0.2638)
S (1.6707, -0.1519, -0.8905)

***

Most stable of them? (A).

***

(A)
Molecular formula: H28O14
Method: DFT, ωB97M-V/def2-TZVPD

LUMO ... -0.62 eV
Kohn-Sham gap ... 8.83 eV

Geometry (Å):
H (-0.8051, -0.2052, 1.4949)
H (0.1698, -0.0448, 0.4729)
H (1.6922, 1.7673, -1.9100)
H (0.6936, 1.1371, -0.8802)
H (-1.4856, -1.1575, -2.4261)
H (-1.9963, -1.4912, -1.1862)
H (-2.3116, 3.8783, -1.0723)
H (-2.2370, 5.2038, -1.7512)
H (0.0004, -1.0293, -1.6888)
H (0.8981, -0.9391, -2.9553)
H (3.2195, -0.4325, -2.5956)
H (3.1258, 1.0517, -2.8025)
H (2.2849, -1.1444, 1.3390)
H (3.7111, -1.3656, 1.2955)
H (4.2457, -0.0151, 0.3112)
H (5.5065, 0.7087, 0.4532)
H (-1.4914, -3.0630, 0.8786)
H (-2.8710, -2.3648, 0.6630)
H (-3.5085, -0.5158, -2.2749)
H (-4.6744, -1.2045, -1.6736)
H (-1.8644, 3.3954, 1.6601)
H (-3.3420, 3.5386, 1.0037)
H (-3.1636, -0.8703, 2.4013)
H (-3.5160, -1.5592, 3.8333)
H (1.6822, -3.8519, -0.3245)
H (0.6876, -3.0067, 0.2581)
H (1.9855, 2.1378, 3.4117)
H (3.1228, 2.7397, 3.9745)
O (-0.5321, 0.4723, 0.9313)
O (1.3608, 1.7943, -1.0730)
O (-2.2481, -1.6185, -2.1180)
O (-1.6428, 4.4265, -1.4717)
O (0.4210, -1.5110, -2.4318)
O (3.5886, 0.3426, -3.1168)
O (2.8888, -1.8462, 1.3876)
O (5.1898, -0.1701, 0.6392)
O (-2.1776, -2.3956, 1.2671)
O (-3.8305, -0.7125, -1.3600)
O (-2.4467, 3.2461, 0.8188)
O (-3.8288, -1.2793, 3.0049)
O (0.7085, -3.8734, -0.1147)
O (2.7901, 1.8274, 3.7277)

***

(B)
Molecular formula: H28O14
Method: DFT, ωB97M-V/def2-TZVPD

LUMO ... -0.61 eV
Kohn-Sham gap ... 7.59 eV

Geometry (Å):
H (0.3280, 0.0875, -0.9282)
H (-0.5184, -0.7095, 0.0228)
H (3.9317, -1.1632, 2.2570)
H (3.0850, -0.2674, 1.3546)
H (0.5892, 0.1075, 2.9619)
H (1.3304, 0.8393, 4.1180)
H (0.4067, -1.8681, -2.5150)
H (-0.6724, -0.8612, -2.6058)
H (-3.9887, -1.7746, -2.0238)
H (-3.6766, -0.2985, -1.8031)
H (-2.7152, -1.1969, -0.1332)
H (-2.7824, -2.3384, 0.8416)
H (0.8557, -1.6414, 1.8131)
H (-0.6164, -1.5262, 1.8893)
H (-0.3690, 1.3021, -3.2778)
H (0.2564, 2.2952, -2.4793)
H (-2.8036, 0.3051, 2.4775)
H (-2.2469, 1.3382, 1.7195)
H (-1.2668, -4.0848, 1.0023)
H (-1.7757, -2.9814, 1.9845)
H (1.0851, 2.1957, 0.9231)
H (1.8748, 1.6338, -0.3149)
H (3.9762, 2.3774, -0.2595)
H (3.2129, 3.3328, 0.6435)
H (3.3746, 0.4929, -3.9727)
H (2.7400, 0.3394, -2.5855)
H (-1.9477, 2.5161, 0.3383)
H (-2.6379, 3.4342, -0.6709)
O (-0.4453, -0.4545, -0.8308)
O (3.9759, -0.6276, 1.4754)
O (0.7549, 0.0674, 3.9098)
O (-0.5168, -1.7993, -2.2617)
O (-3.3334, -1.1159, -2.2920)
O (-2.1846, -1.8551, 0.2439)
O (0.1383, -2.1778, 1.6506)
O (0.0792, 2.0896, -3.4329)
O (-2.1553, 0.3602, 1.8001)
O (-1.5161, -3.8971, 1.9389)
O (1.1739, 2.1941, 0.0235)
O (3.4911, 2.4261, 0.6129)
O (3.2905, -0.1120, -3.2181)
O (-1.7811, 3.0163, -0.3968)

***

Most stable of them? (A).

***

(A)
Molecular formula: H28O14
Method: DFT, ωB97M-V/def2-TZVPD

LUMO ... -0.11 eV
Kohn-Sham gap ... 10.55 eV

Geometry (Å):
O (2.3882, -0.1676, 2.5220)
H (2.3158, -0.4776, 3.4472)
H (3.3549, -0.0861, 2.6377)
O (1.2906, 0.3384, -1.0748)
H (1.5200, -0.4015, -1.6516)
H (1.4882, -0.2293, -0.2840)
O (-2.3949, -2.5976, 0.6398)
H (-3.0330, -3.2512, 0.9336)
H (-2.7836, -2.0410, -0.1009)
O (2.0733, 4.5009, 0.2439)
H (2.8167, 3.9526, 0.5118)
H (1.3205, 3.9294, 0.0549)
O (-0.3015, -1.3554, 1.6011)
H (0.3651, -1.8822, 2.0489)
H (-1.0845, -1.8852, 1.3177)
O (-2.2238, -1.9861, -2.9728)
H (-2.6301, -2.1265, -2.1208)
H (-1.7565, -2.7268, -3.3623)
O (-3.5317, 0.9849, -2.7925)
H (-3.9748, 0.8078, -3.6226)
H (-2.7065, 0.5289, -2.6036)
O (-0.7277, -0.4010, 4.6122)
H (-0.8165, -0.3525, 3.6296)
H (-1.1025, 0.4589, 4.8681)
O (2.1619, -1.9630, -0.5398)
H (1.2259, -1.8232, -0.7508)
H (2.2861, -2.5180, 0.2355)
O (-0.9051, 1.5822, -0.8817)
H (-0.8926, 2.1028, -1.7015)
H (0.1331, 1.4694, -0.9922)
O (-0.8036, 1.6825, 2.5754)
H (-1.5118, 1.0502, 2.4132)
H (-0.5533, 1.9317, 1.6767)
O (2.3614, 2.1949, -3.9773)
H (1.9971, 2.2744, -3.0894)
H (1.6532, 2.5005, -4.5526)
O (-3.6357, -0.5520, -0.4429)
H (-4.0392, -0.0628, -1.2047)
H (-3.6237, 0.0813, 0.2813)
O (4.9238, -0.8797, 1.0981)
H (5.0548, -1.8327, 1.0072)
H (4.3022, -0.7726, 0.3626)

***

(B)
Molecular formula: H28O14
Method: DFT, ωB97M-V/def2-TZVPD

LUMO ... -0.26 eV
Kohn-Sham gap ... 8.12 eV

Geometry (Å):
H (0.9042, 0.0369, 0.6468)
H (0.4360, 0.8091, -0.5817)
H (-2.4113, 1.0430, -3.9175)
H (-1.5008, 1.8317, -3.1974)
H (-2.0020, 4.3360, -0.9816)
H (-0.8457, 4.0518, 0.0417)
H (-5.0435, -0.4701, -1.7886)
H (-3.7264, -0.2304, -1.2649)
H (-1.1417, -3.8397, -0.3334)
H (0.1402, -3.3382, -0.9744)
H (-1.0402, -0.1146, 4.2803)
H (-1.1724, 0.6231, 2.7839)
H (3.0907, 3.3981, 0.6465)
H (2.2253, 3.1206, -0.4482)
H (5.2025, -1.4112, -0.1138)
H (4.7826, -0.4503, 0.9642)
H (3.2890, 0.7889, 3.1899)
H (2.8162, 0.6039, 1.7571)
H (-3.8330, -1.6722, 0.2460)
H (-5.2454, -1.1889, 0.4419)
H (1.1237, -2.3061, 3.4993)
H (1.1551, -1.4408, 2.1773)
H (3.2318, 0.6813, -3.2239)
H (2.6540, 0.9214, -1.8722)
H (-3.0142, -0.4803, 2.3670)
H (-4.1262, 0.5682, 2.0652)
H (2.3244, -2.6709, -2.3279)
H (1.9732, -4.1230, -2.9971)
O (0.1361, 0.1200, 0.0104)
O (-2.4188, 1.5897, -3.0664)
O (-1.4004, 4.7358, -0.2714)
O (-4.2009, -0.8618, -1.8462)
O (-0.8244, -3.1832, -0.8568)
O (-1.3807, -0.1556, 3.3938)
O (3.1444, 3.0323, -0.2014)
O (4.9162, -0.5036, -0.0434)
O (2.6197, 1.0852, 2.5574)
O (-4.3445, -0.8600, 0.2195)
O (1.3437, -2.2449, 2.5316)
O (2.6681, 1.3449, -2.7326)
O (-3.1684, 0.2928, 1.8870)
O (2.6637, -3.4689, -2.6659)

***

Most stable of them? (A).